{
  "formula": "C32H29BeN7O2S2Se",
  "method": "the ωB97M-V functional and the def2-TZVPD basis",
  "total_charge": 2,
  "multiplicity": 1,
  "homo_ev": -13.28,
  "e_tot_ha": -4982.88513,
  "species": ["Be", "Se", "N", "C", "C", "C", "C", "C", "N", "C", "C", "N", "C", "C", "C", "C", "C", "N", "H", "H", "H", "H", "H", "H", "S", "C", "N", "C", "C", "N", "C", "C", "C", "C", "C", "C", "C", "C", "S", "C", "C", "C", "C", "C", "C", "C", "H", "H", "H", "H", "H", "H", "H", "H", "H", "H", "H", "H", "H", "H", "H", "H", "H", "H", "N", "C", "C", "O", "O", "H", "H", "H", "H", "H"],
  "positions_angstrom": [[-0.12, 0.03, -0.48], [-7.26, 0.06, 0.09], [-6.08, -1.24, -0.07], [-4.91, -0.68, -0.06], [-3.66, -1.43, -0.19], [-3.56, -2.82, -0.30], [-2.31, -3.40, -0.41], [-1.18, -2.59, -0.44], [-1.27, -1.27, -0.34], [-2.48, -0.70, -0.20], [-2.46, 0.75, -0.04], [-1.23, 1.31, -0.02], [-1.12, 2.62, 0.15], [-2.24, 3.43, 0.30], [-3.50, 2.87, 0.27], [-3.62, 1.49, 0.10], [-4.89, 0.76, 0.07], [-6.05, 1.34, 0.16], [-4.47, -3.41, -0.28], [-2.20, -4.47, -0.48], [-0.19, -3.01, -0.55], [-0.12, 3.03, 0.18], [-2.11, 4.49, 0.45], [-4.40, 3.47, 0.38], [0.02, -0.07, 2.43], [1.20, -1.23, 2.45], [1.33, -2.14, 3.41], [2.37, -3.17, 3.33], [3.63, -2.52, 2.83], [3.37, -1.88, 1.54], [4.46, -2.03, 0.55], [4.47, -3.43, -0.02], [5.41, -4.36, 0.42], [5.40, -5.66, -0.07], [4.45, -6.04, -1.00], [3.52, -5.12, -1.46], [3.53, -3.82, -0.98], [2.22, -1.27, 1.31], [1.95, -0.50, -0.17], [0.39, -2.27, 4.55], [-0.63, -3.37, 4.33], [-0.33, -4.68, 4.71], [-1.25, -5.70, 4.49], [-2.47, -5.41, 3.90], [-2.78, -4.11, 3.53], [-1.86, -3.09, 3.74], [2.06, -3.98, 2.67], [2.54, -3.58, 4.32], [4.40, -3.27, 2.69], [3.98, -1.77, 3.54], [5.39, -1.83, 1.07], [4.33, -1.28, -0.23], [6.17, -4.06, 1.14], [6.13, -6.37, 0.28], [4.44, -7.06, -1.38], [2.79, -5.41, -2.21], [2.82, -3.09, -1.35], [-0.10, -1.31, 4.69], [0.99, -2.48, 5.43], [0.61, -4.90, 5.20], [-1.01, -6.71, 4.79], [-3.20, -6.20, 3.75], [-3.75, -3.88, 3.10], [-2.10, -2.07, 3.47], [1.72, 1.86, -4.80], [0.65, 0.93, -4.33], [0.69, 1.03, -2.79], [1.47, 1.89, -2.33], [-0.08, 0.25, -2.15], [1.39, 2.59, -5.42], [2.50, 1.39, -5.24], [2.00, 2.27, -3.85], [0.82, -0.09, -4.65], [-0.32, 1.25, -4.68]]
}